Record 1
Formula: C44H90F24KN4O34S8
Source: OMol25
Level of theory: wB97M-V/def2-TZVPD

Output
Calculated total energy in eV: -290867.806
Net charge: -3

The geometry in XYZ format:
```
205
C44H90F24KN4O34S8 wB97M-V/def2-TZVPD
K -0.46 4.67 3.27
S 9.53 4.59 12.59
S 7.37 4.84 11.22
S -0.68 -0.07 -0.30
S 1.22 -9.23 -10.07
S 0.65 -7.85 -8.10
S -4.45 3.01 8.53
S 1.73 -0.03 0.68
S -6.34 4.01 7.26
F -1.74 2.15 -1.49
F 9.58 2.22 13.67
F 0.37 -9.05 -5.55
F -1.27 -9.94 -10.24
F 5.46 4.96 9.36
F 11.27 2.66 12.27
F 2.24 1.64 2.68
F -1.22 -7.67 -6.06
F -4.43 0.58 9.78
F -7.21 3.94 4.76
F 0.19 -11.56 -10.51
F -2.51 1.82 0.51
F 1.17 -0.12 3.23
F 9.29 2.11 11.58
F 0.76 -6.83 -5.57
F -8.38 2.70 6.23
F -3.26 0.59 -1.12
F -2.59 1.70 10.08
F 7.43 5.70 8.68
F -0.15 -10.20 -12.16
F 7.13 3.59 8.83
F -4.37 2.19 11.23
F 3.23 -0.36 2.80
F -6.46 2.04 5.54
O -9.66 12.53 1.38
O 1.79 -6.94 -8.10
O 6.84 3.67 11.96
O -7.33 4.87 7.88
O 8.23 5.68 -5.01
O -4.11 4.38 8.99
O 8.58 4.72 13.69
O 1.68 8.56 3.64
O 2.53 -9.88 -10.30
O -8.21 9.89 1.17
O 11.55 2.58 2.46
O -5.28 4.77 6.65
O 10.71 5.46 12.75
O -9.83 -2.49 0.76
O -0.93 -8.80 3.85
O 7.29 2.42 -6.47
O -3.72 -11.07 3.35
O -1.30 -1.18 0.47
O -12.71 -1.44 -5.23
O 1.75 -1.48 0.45
O -3.61 2.52 7.41
O 6.79 6.08 11.72
O -14.69 -3.17 -4.13
O -0.56 -7.37 -8.76
O 1.84 7.84 0.78
O -9.36 -5.63 0.77
O 2.82 0.71 -0.03
O 9.08 -7.14 3.52
O 2.24 -0.21 -12.90
O 10.80 0.29 4.13
O -0.22 -0.51 -1.67
O 8.51 -6.17 0.83
O 1.51 0.68 -10.33
O 1.10 -7.94 -10.77
N -5.96 2.64 8.31
N 0.88 -9.35 -8.37
N 0.21 0.86 0.55
N 8.90 4.94 10.98
C 0.12 -7.89 -6.17
C 7.76 4.83 -5.99
C -2.53 -10.63 3.99
C -0.09 -10.30 -10.80
C 11.04 -0.91 4.75
C 7.72 -7.13 1.49
C 8.19 7.08 -5.26
C 12.83 2.40 1.82
C 9.94 2.72 12.50
C -8.71 -6.87 0.99
C -14.97 -2.13 -5.08
C -2.06 -9.40 3.19
C 1.12 9.18 4.83
C 1.19 -0.87 -12.15
C 2.15 0.31 2.48
C -4.25 -12.17 4.12
C -11.60 -0.90 -5.92
C 2.30 -0.66 -14.27
C -7.20 9.29 0.35
C -3.92 1.83 10.03
C 1.31 -0.74 -10.64
C -14.87 -4.46 -4.57
C -13.84 -1.64 -6.00
C 2.09 9.47 2.64
C 2.74 8.80 1.43
C 7.86 3.36 -5.53
C -0.12 -7.86 3.08
C 9.73 -7.77 4.56
C 7.37 1.05 -5.98
C -9.63 -3.38 -0.38
C 6.80 4.76 9.36
C -10.21 11.28 1.00
C -7.22 3.13 5.84
C -10.59 -1.48 0.34
C -9.19 10.46 0.34
C -2.14 1.17 -0.63
C 10.75 0.23 2.67
C -10.54 13.32 2.06
C 2.36 7.05 -0.31
C 10.52 1.65 2.09
C 7.91 -5.38 -0.14
C -8.66 -4.49 0.10
C 1.39 1.02 -8.94
C 8.58 -8.01 2.49
H 1.54 2.10 -9.04
H 11.93 -1.39 4.34
H 3.12 6.41 0.14
H 8.05 -8.85 2.95
H -14.06 -0.67 -6.46
H 7.07 -6.47 2.06
H -11.56 13.32 1.66
H 10.25 -1.65 4.81
H -10.78 13.23 3.12
H -13.54 -2.35 -6.77
H 2.23 -1.29 -10.46
H 13.33 1.68 2.47
H -9.75 9.59 0.01
H 0.45 -8.34 2.28
H 9.42 -8.37 1.89
H 7.49 7.46 -6.00
H -10.51 -3.91 -0.75
H -14.03 -4.80 -5.18
H -15.26 -1.30 -4.43
H 10.48 -8.44 4.12
H -4.76 -12.01 5.07
H -11.09 11.46 0.38
H -7.67 8.75 -0.47
H 1.36 -0.46 -14.77
H -2.67 -10.37 5.04
H 7.21 -7.77 0.77
H 1.80 9.11 5.68
H 6.76 5.12 -6.32
H 3.59 8.21 1.77
H -8.27 -6.82 1.98
H -8.17 -4.91 -0.78
H 11.70 -0.06 2.22
H -8.88 10.92 -0.59
H -8.01 -7.20 0.23
H -5.00 -12.61 3.47
H 8.36 0.96 -5.53
H 12.86 2.18 0.75
H 8.36 4.90 -6.89
H -10.26 14.34 1.78
H 0.38 0.88 -8.56
H 9.16 7.54 -5.46
H 0.88 10.24 4.76
H -11.84 -0.18 -6.70
H 2.78 7.76 -1.02
H 0.33 8.56 5.27
H -0.70 -7.05 2.63
H 1.60 6.41 -0.74
H 2.83 10.16 3.06
H -3.36 -12.80 4.19
H -9.22 -2.84 -1.23
H 7.23 3.37 -4.64
H 7.22 -5.82 -0.86
H 8.89 3.22 -5.19
H 7.79 7.68 -4.44
H 11.35 -0.83 5.79
H -9.46 -7.65 1.14
H 7.31 -4.72 0.49
H -15.89 -2.39 -5.61
H 0.98 -1.91 -12.42
H 9.90 -0.37 2.33
H -6.43 8.73 0.89
H -15.84 -4.55 -5.07
H -11.49 -1.90 -0.12
H -6.59 10.09 -0.08
H -7.84 -4.13 0.72
H -11.00 -1.68 -6.38
H -1.87 -9.68 2.15
H 2.09 0.47 -8.30
H 2.47 -1.72 -14.47
H 0.59 -7.34 3.72
H -2.83 -8.63 3.18
H -11.00 -0.38 -5.18
H -1.75 -11.39 3.97
H 7.26 0.31 -6.77
H 6.58 0.80 -5.28
H 10.62 1.90 1.04
H 3.04 -0.07 -14.82
H -10.43 10.76 1.93
H -14.84 -5.14 -3.72
H 0.31 -0.42 -12.60
H 9.59 2.02 2.51
H 13.37 3.35 1.87
H 8.58 -4.75 -0.72
H 10.27 -7.02 5.14
H -9.94 -0.94 -0.35
H 3.07 9.53 0.69
H -10.78 -1.00 1.30
H 0.55 -1.22 -10.02
H 9.13 -8.42 5.20
H 1.21 10.06 2.40
```

Record 2
Formula: C44H92IN9PSi
Source: OMol25
Level of theory: wB97M-V/def2-TZVPD

Output
Relative energy (zero: lowest compared OMol25 entry of this formula, charge and spin) in kJ/mol: 1751.79
Net charge: +1

The geometry in XYZ format:
```
148
C44H92IN9PSi wB97M-V/def2-TZVPD
I 2.84 -5.45 3.50
P 7.40 -2.12 4.09
Si -1.05 -2.24 0.98
N -2.20 8.87 0.33
N 6.95 -0.45 -0.25
N 8.79 -1.37 4.55
N 6.77 -1.19 2.71
N 5.84 -0.88 0.46
N 4.77 0.05 -2.54
N -3.18 3.59 2.93
N -6.51 -2.24 -2.97
N 6.07 -3.27 1.24
C -1.19 -1.84 -2.07
C -7.28 -3.49 -5.07
C 6.28 -1.83 1.60
C -2.50 2.04 1.08
C -0.14 0.50 -3.39
C -1.13 9.45 -0.49
C -1.94 6.55 -0.60
C 3.34 -1.36 -0.21
C 6.85 0.35 2.87
C -0.70 -1.20 -0.64
C 6.99 1.75 3.07
C -0.87 -4.13 0.66
C -3.38 4.98 3.34
C 1.30 -6.92 -1.41
C -2.14 5.81 3.67
C 5.54 -3.16 -0.19
C 4.47 -4.25 -0.77
C 2.78 -6.64 -2.05
C -2.88 7.70 -0.23
C 3.84 -3.65 2.64
C -4.11 10.54 0.00
C 5.04 -1.40 -2.11
C -0.90 -0.99 -3.44
C 3.89 -2.57 3.89
C 5.22 -5.70 -1.15
C -4.60 -3.92 -3.20
C -1.49 9.92 -1.89
C 0.12 -1.56 2.38
C -2.47 3.45 1.66
C 4.04 -6.86 -1.02
C -7.60 -2.90 -3.70
C -1.32 2.71 4.45
C -6.82 -0.02 -4.09
C -5.57 -3.15 -2.31
C 0.37 1.10 -1.92
C 0.32 -4.52 -0.43
C -3.12 9.84 0.93
C 0.93 -6.00 -0.10
C 0.09 0.24 -0.54
C 5.33 -4.19 2.18
C -2.88 -1.97 1.62
C 4.93 -1.63 -0.49
C -5.86 -1.12 -3.65
C -2.78 2.68 4.01
H -7.50 -0.36 -4.87
H -6.12 -3.86 -1.69
H -8.04 -3.68 -3.08
H 6.14 -5.93 -0.47
H 5.62 -5.57 -2.26
H -2.12 9.21 -2.43
H 2.82 -2.66 4.42
H -1.73 -2.88 -2.08
H 5.14 -5.28 1.72
H -7.41 0.36 -3.25
H 7.82 -3.46 3.66
H 4.12 -1.47 3.57
H -2.88 -0.91 2.16
H -1.33 6.25 0.26
H 0.91 2.14 -1.90
H -3.58 7.30 0.52
H -0.55 -0.85 3.07
H -2.93 4.12 0.92
H -3.01 1.65 3.69
H -1.36 5.71 2.90
H 3.62 -4.57 0.01
H 2.91 -7.44 -2.93
H 0.44 0.70 0.48
H 3.74 -6.97 0.11
H -2.40 6.87 3.72
H -2.53 5.68 -0.92
H -5.09 -4.75 -3.72
H -0.66 -4.69 1.67
H 9.60 -2.05 4.43
H -0.57 10.04 -2.48
H -3.11 -2.76 2.48
H 2.75 -5.59 -2.58
H 3.15 -3.33 1.75
H -1.95 1.33 1.70
H 1.91 -5.85 0.52
H 5.91 -4.41 3.20
H 7.51 2.82 3.12
H -1.09 1.81 5.02
H -1.25 -1.45 -4.48
H -8.21 -3.67 -5.62
H -3.42 2.84 4.88
H 2.97 -0.31 -0.65
H 2.63 -2.16 -0.73
H 0.52 -2.41 3.10
H 0.02 1.09 -4.39
H 1.00 -0.92 1.89
H 3.91 0.08 -3.14
H 4.56 -7.88 -1.34
H -3.53 1.69 0.96
H 4.65 -3.02 4.67
H 6.51 -3.21 -0.84
H -1.42 3.77 1.75
H 3.05 -1.30 0.95
H -1.28 6.82 -1.43
H 7.46 -1.21 -0.74
H -6.25 0.82 -4.51
H -4.62 9.85 -0.66
H -2.02 2.04 0.09
H 1.28 -8.06 -1.05
H 6.77 0.38 -0.85
H 6.55 -2.13 5.26
H -1.89 -4.52 0.17
H -1.71 5.54 4.64
H 4.66 0.65 -1.67
H -3.68 -2.00 0.75
H 4.32 -2.06 -2.76
H -4.11 -3.29 -3.94
H 0.15 -6.53 0.63
H -4.06 5.02 4.20
H 1.20 -3.74 -0.23
H -2.54 10.60 1.47
H -5.28 -1.45 -4.52
H -4.98 -2.56 -1.60
H 3.90 -3.94 -1.74
H -0.67 10.28 0.06
H -3.70 9.32 1.71
H -0.32 8.71 -0.57
H -3.92 5.50 2.54
H -5.14 -0.66 -2.96
H -0.04 -4.39 -1.56
H -3.62 11.31 -0.60
H -8.42 -2.17 -3.83
H -1.12 3.56 5.10
H -3.81 -4.37 -2.58
H -3.48 7.96 -1.11
H -4.87 11.05 0.60
H 6.14 -1.74 -2.41
H 0.50 -6.73 -2.27
H -6.77 -4.45 -4.99
H -6.67 -2.82 -5.68
H -1.98 10.89 -1.88
H -0.62 2.75 3.61
```